Density functional theory data (wB97M-V/def2-TZVPD) for C32H28CsN6O3 as an isolated structure.

XYZ file:
```
70
Properties=species:S:1:pos:R:3:lowdin_charge:R:1
Cs -1.14551 0.85122 0.41144 1.19
C 2.37918 2.57786 -1.14570 -0.15
N 1.22878 2.13550 -1.93210 -0.14
C 1.42391 0.74804 -2.34546 -0.14
C 0.32707 0.17757 -3.20807 -0.28
C 0.60328 -0.37598 -4.45081 -0.03
C -0.43040 -0.95326 -5.17147 -0.07
C -1.70207 -0.96030 -4.62442 -0.06
C -1.87969 -0.38603 -3.37194 -0.12
N -0.89573 0.17123 -2.67929 0.08
C 0.95850 3.03355 -3.04701 -0.13
C -0.50020 3.04978 -3.44943 -0.28
C -0.90312 2.75815 -4.74620 -0.04
C -2.25602 2.75747 -5.04290 -0.08
C -3.15933 3.05567 -4.03719 -0.07
C -2.65893 3.36527 -2.77882 -0.13
N -1.36372 3.37249 -2.48741 0.13
C 2.44022 1.88301 0.19268 -0.30
C 3.24186 0.77104 0.40838 -0.03
C 3.17750 0.12041 1.63135 -0.05
C 2.33087 0.61961 2.60339 -0.04
C 1.60919 1.76977 2.31740 -0.18
N 1.64522 2.38734 1.13937 0.07
H 2.27106 3.64528 -0.95710 0.12
H 3.32385 2.41404 -1.69477 0.12
H 1.44936 0.12996 -1.44313 0.11
H 2.38736 0.62317 -2.87155 0.13
H 1.61256 -0.35114 -4.84143 0.11
H -0.24372 -1.39631 -6.14191 0.10
H -2.53765 -1.41096 -5.14229 0.10
H -2.85816 -0.38409 -2.90305 0.12
H 1.58694 2.79975 -3.92334 0.13
H 1.21056 4.04525 -2.72425 0.12
H -0.16763 2.50161 -5.49799 0.11
H -2.59981 2.51271 -6.04042 0.11
H -4.22617 3.05292 -4.21505 0.10
H -3.33093 3.61760 -1.96516 0.11
H 3.87853 0.40082 -0.38595 0.11
H 3.75049 -0.77801 1.81540 0.10
H 2.21725 0.12428 3.55779 0.12
H 0.93587 2.18816 3.05924 0.11
O -0.34206 -4.41542 3.53257 0.02
C 0.86127 -4.18391 2.99349 -0.29
C 1.96497 -4.86213 3.51498 -0.04
C 3.22530 -4.68069 2.97149 -0.12
C 3.40552 -3.82280 1.89211 -0.13
C 2.30910 -3.14206 1.38253 -0.06
C 1.03594 -3.28991 1.91818 -0.07
C -0.09229 -2.49147 1.31711 -0.51
O 0.17839 -1.63884 0.42115 -0.25
N -1.26780 -2.76686 1.83891 -0.01
N -2.37722 -2.17807 1.23578 0.01
C -2.97283 -1.24072 1.86789 -0.24
C -2.65126 -0.53157 3.11545 -0.20
C -2.14163 -1.14622 4.25920 -0.06
C -1.96284 -0.44485 5.44089 -0.14
C -2.30122 0.91134 5.47437 -0.14
C -2.79768 1.55430 4.36164 -0.05
C -2.99043 0.87140 3.12410 -0.52
O -3.37010 1.47114 2.06199 -0.29
H -0.98127 -3.83654 2.98413 0.06
H 1.80398 -5.53369 4.34904 0.11
H 4.06979 -5.21748 3.38852 0.09
H 4.38822 -3.69495 1.45280 0.08
H 2.39916 -2.46614 0.54081 0.10
H -3.84482 -0.83035 1.35937 0.10
H -1.88893 -2.19692 4.22022 0.09
H -1.57229 -0.93970 6.32079 0.08
H -2.16565 1.47055 6.39568 0.09
H -3.05197 2.60811 4.39401 0.09
```

Calculated values
LUMO	0.0661	Ha
net charge	-1
frontier orbital gap	5.4	eV
ΔE to the lowest compared entry with this formula, charge and spin	0.00	kJ/mol
calculated total energy	-1810.70645	a.u.



Density functional theory data (wB97M-V/def2-TZVPD) for a 2-piece molecular cluster, C32H28N2O2 overall.

XYZ file:
```
64
Properties=species:S:1:pos:R:3:nbo_charge:R:1
C 4.56706 2.24222 -2.45417 -0.63
C 3.14099 2.58092 -2.04997 -0.07
O 2.21451 1.73322 -2.67559 -0.51
C 0.93642 2.15595 -2.41937 0.76
C -0.13099 1.27802 -2.89079 -0.39
C -1.52160 1.61916 -2.78985 0.06
C -1.95717 2.87005 -2.32940 -0.23
C -3.28937 3.14542 -2.18486 -0.22
C -4.23655 2.18662 -2.49804 -0.23
C -3.83663 0.96783 -3.01003 -0.22
C -2.50407 0.68988 -3.17035 -0.23
C 0.20316 0.07601 -3.40994 0.30
N 0.40985 -0.98187 -3.88945 -0.40
O 0.68872 3.19287 -1.82184 -0.65
H 5.30859 2.62943 -1.75362 0.21
H 4.68385 1.15960 -2.50997 0.22
H 4.80119 2.62775 -3.44582 0.21
H 2.97424 2.45778 -0.97205 0.17
H 2.86547 3.61640 -2.29585 0.20
H -1.21503 3.60689 -2.07760 0.25
H -3.59842 4.10641 -1.81455 0.21
H -5.28089 2.39090 -2.34620 0.20
H -4.57289 0.22401 -3.27338 0.21
H -2.18969 -0.25188 -3.59203 0.22
C 2.14214 -5.93855 -0.39625 -0.40
N 1.16428 -5.37538 0.53450 -0.50
C 0.91441 -6.21460 1.70814 -0.40
C 0.91241 -3.97346 0.58538 0.24
C -0.18665 -3.40698 -0.09435 -0.21
C -0.53734 -2.09883 0.10303 -0.16
C 0.19827 -1.27480 0.97730 -0.04
C -0.26155 0.04356 1.36034 0.19
C 0.56877 1.10112 1.87921 -0.15
C -0.25305 2.08755 2.46557 0.08
C 0.30476 3.18653 3.11223 -0.20
C 1.67352 3.32013 3.14190 -0.16
C 2.49594 2.38244 2.51104 -0.23
C 1.96110 1.28170 1.88222 -0.13
C -1.62542 1.68507 2.27846 -0.03
C -1.63137 0.45342 1.58296 -0.06
C -2.86229 -0.17761 1.33919 -0.14
C -4.02706 0.42049 1.76730 -0.22
C -4.00329 1.63508 2.45511 -0.15
C -2.81150 2.27030 2.71529 -0.19
C 1.34719 -1.82481 1.58706 -0.16
C 1.69073 -3.13231 1.40425 -0.25
H 2.42640 -5.18531 -1.12732 0.21
H 3.03254 -6.25656 0.14263 0.17
H 1.70879 -6.79195 -0.91308 0.19
H 0.29892 -5.67500 2.42406 0.21
H 0.38972 -7.11920 1.41050 0.20
H 1.85035 -6.48586 2.19067 0.17
H -0.77056 -4.03694 -0.74106 0.23
H -1.37799 -1.68467 -0.42393 0.23
H -0.33981 3.90556 3.58754 0.22
H 2.11767 4.15809 3.65577 0.22
H 3.56375 2.52972 2.50781 0.22
H 2.59173 0.58257 1.36044 0.22
H -2.89599 -1.13248 0.84636 0.22
H -4.97133 -0.06497 1.58004 0.22
H -4.92771 2.06618 2.80611 0.22
H -2.77939 3.18953 3.27250 0.22
H 1.90971 -1.22263 2.27673 0.22
H 2.53841 -3.54976 1.91904 0.22
```

Calculated values
LUMO	-0.1184	Ha
frontier orbital gap	2.8	eV
ΔE to the lowest compared entry with this formula, charge and spin	20.82	kJ/mol
calculated total energy	-1496.08135	a.u.



- What is the ΔE to the lowest compared entry with this formula, charge and spin in the first record?
  0.00 kJ/mol